Record 1
Entry from the Open Molecules 2025 dataset: a 3-piece molecular cluster, C31H25BO5 overall (the ωB97M-V functional and the def2-TZVPD basis).

Results
Relative energy (zero: lowest compared OMol25 entry of this formula, charge and spin) (kcal per mole): 0.00
SMILES string: O=C1c2ccccc2C(=O)c2ccccc21.O=C1c2ccccc2C(=O)c2ccccc21.BCCCO
E_HOMO (eV): -9.7867
Gap between HOMO and LUMO (eV): 8.69

ORCA input file:
```
! wB97M-V def2-TZVPD RIJCOSX def2/J DEFGRID3
* xyz 0 1
O -4.4398 0.5170 1.3668
C -5.6189 0.3190 1.1654
C -6.1050 -0.2080 -0.1429
C -5.1788 -0.4916 -1.1395
C -5.6051 -0.9838 -2.3607
C -6.9599 -1.1945 -2.5937
C -7.8874 -0.9119 -1.6058
C -7.4644 -0.4185 -0.3774
C -8.4866 -0.1192 0.6690
O -9.6684 -0.2791 0.4558
C -7.9967 0.3852 1.9851
C -8.9211 0.6506 2.9882
C -8.4903 1.1165 4.2185
C -7.1348 1.3206 4.4534
C -6.2095 1.0596 3.4576
C -6.6366 0.5908 2.2208
H -4.1303 -0.3194 -0.9372
H -4.8826 -1.2044 -3.1356
H -7.2909 -1.5798 -3.5492
H -8.9457 -1.0659 -1.7664
H -9.9702 0.4852 2.7845
H -9.2112 1.3220 4.9990
H -6.8014 1.6842 5.4165
H -5.1508 1.2122 3.6181
O 7.2484 -1.3557 -3.3440
C 7.1409 -0.5618 -2.4352
C 8.3183 -0.1696 -1.6059
C 9.5593 -0.7214 -1.9010
C 10.6674 -0.3713 -1.1491
C 10.5420 0.5310 -0.0983
C 9.3083 1.0824 0.2012
C 8.1924 0.7352 -0.5510
C 6.8737 1.3422 -0.2048
O 6.7592 2.1095 0.7260
C 5.7000 0.9643 -1.0457
C 4.4620 1.5275 -0.7594
C 3.3580 1.1906 -1.5229
C 3.4833 0.2900 -2.5752
C 4.7133 -0.2744 -2.8642
C 5.8262 0.0616 -2.1023
H 9.6339 -1.4212 -2.7222
H 11.6331 -0.8017 -1.3802
H 11.4103 0.8030 0.4876
H 9.1876 1.7841 1.0152
H 4.3859 2.2229 0.0655
H 2.3938 1.6279 -1.2961
H 2.6167 0.0233 -3.1665
H 4.8321 -0.9812 -3.6739
B -1.3118 0.6923 1.8133
C -0.6100 0.0268 0.5937
C 0.0654 -1.3215 0.9608
C 1.3701 -1.6046 0.1988
O 1.3454 -2.7938 -0.5828
H -2.0095 0.0176 2.5050
H -1.1640 1.8440 2.0918
H 0.1038 0.6828 0.0879
H -1.4158 -0.1658 -0.1319
H 0.2562 -1.3768 2.0355
H -0.6207 -2.1479 0.7555
H 1.6250 -0.7536 -0.4431
H 2.2000 -1.7549 0.8898
H 0.5887 -2.7586 -1.1781
*
```


Record 2
Entry from the Open Molecules 2025 dataset: C31H25Cl2F4N4O5STi as an isolated structure (the ωB97M-V functional and the def2-TZVPD basis).

Results
Relative energy (zero: lowest compared OMol25 entry of this formula, charge and spin) (kcal per mole): 22.96
E_HOMO (eV): -11.8674
Gap between HOMO and LUMO (eV): 7.26

ORCA input file:
```
! wB97M-V def2-TZVPD RIJCOSX def2/J DEFGRID3
* xyz 1 1
Ti 0.6704 0.5040 1.5706
C 1.4595 -0.8624 4.3004
N 2.1320 -0.3741 3.0700
C 3.1284 0.6537 3.4541
C 2.8157 -1.5370 2.4537
C 3.3522 -1.1743 1.0776
N 2.2836 -0.4165 0.4711
C 1.7780 -0.3667 -0.7030
C 0.6883 0.5797 -0.5920
F 1.4214 2.1131 1.6745
C 0.2709 1.4100 -1.5437
F -0.5235 2.4433 -1.2379
C 0.5858 1.3879 -2.9655
C 0.8776 0.2614 -3.5961
F 1.1970 0.2613 -4.8896
C 1.0156 -1.1133 -2.9586
F 1.2932 -2.0070 -3.9655
H 2.1886 -1.3882 4.9241
H 0.6514 -1.5372 4.0271
H 1.0614 -0.0161 4.8502
H 3.8769 0.2087 4.1167
H 2.6170 1.4620 3.9692
H 3.6153 1.0606 2.5709
H 2.0742 -2.3313 2.3592
H 3.6164 -1.8865 3.1123
H 3.6285 -2.0670 0.5170
H 4.2322 -0.5323 1.1487
H 0.5393 2.3151 -3.5230
O 0.5757 2.3158 4.7331
C -0.3916 2.1668 4.0275
N -0.6075 1.0505 3.2192
S -1.9715 1.1876 2.3653
O -1.4431 1.1659 0.9795
O -3.0054 0.2371 2.6210
C -2.4245 2.7884 2.9155
C -3.5260 3.5558 2.5932
C -3.6491 4.7749 3.2463
C -2.7094 5.1828 4.1917
C -1.6195 4.3854 4.5124
C -1.4888 3.1744 3.8574
H -4.2590 3.2248 1.8707
H -4.4912 5.4156 3.0220
H -2.8374 6.1365 4.6858
H -0.8857 4.6861 5.2478
Cl -2.6711 1.1693 -3.1349
C -2.2438 0.1817 -4.4777
C -2.4858 0.6075 -5.7699
C -2.1833 -0.2361 -6.8287
C -1.6867 -1.5098 -6.6089
C -1.4463 -1.9344 -5.3125
Cl -0.9782 -3.5674 -5.0216
C -1.6594 -1.0608 -4.2473
N -1.4191 -1.5034 -2.9016
C -0.2850 -1.6089 -2.2769
C 2.2000 -1.1225 -1.9588
C 2.6892 -2.5311 -1.7768
C 1.9252 -3.4743 -1.2334
C 0.6297 -3.1913 -0.6409
C -0.3135 -2.2939 -0.9944
C -1.5238 -2.0884 -0.0977
C -1.0125 -2.1707 1.3436
O -1.3045 -3.0734 2.0819
O -0.1508 -1.2220 1.6190
H -2.9177 1.5840 -5.9358
H -2.3682 0.0938 -7.8417
H -1.5040 -2.1880 -7.4298
H -2.2332 -1.8549 -2.4020
H 2.9899 -0.5232 -2.4216
H 3.6769 -2.7752 -2.1452
H 2.3112 -4.4789 -1.1133
H 0.3927 -3.7864 0.2389
H -2.2933 -2.8486 -0.2436
H -1.9479 -1.0918 -0.2493
*
```


Record 3
Entry from the Open Molecules 2025 dataset: C31H25ClCoN4PS as an isolated structure (the ωB97M-V functional and the def2-TZVPD basis).

Results
Relative energy (zero: lowest compared OMol25 entry of this formula, charge and spin) (kcal per mole): 5.90
E_HOMO (spin up / spin down) (eV): -10.7646 / -10.8515
Gap between HOMO and LUMO (spin up / spin down) (eV): 7.65 / 7.39

ORCA input file:
```
! wB97M-V def2-TZVPD RIJCOSX def2/J DEFGRID3
* xyz 1 4
Co 0.4965 1.6305 -0.1463
N -1.5470 4.6269 1.9362
C -0.7487 3.6173 1.5584
S 0.1821 3.8688 0.0800
N -0.6989 2.5632 2.3397
N 0.1226 1.6112 1.8267
C 0.7672 0.7948 2.5774
C 0.6481 0.7302 4.0488
C -0.6004 0.5524 4.6393
C -0.7110 0.4938 6.0185
C 0.4181 0.6316 6.8148
C 1.6614 0.8248 6.2309
C 1.7791 0.8671 4.8502
C 1.7580 -0.0352 1.8404
C 2.4481 -1.0846 2.4269
C 3.4242 -1.7421 1.6932
C 3.6843 -1.3431 0.3937
C 2.9283 -0.3153 -0.1389
N 1.9900 0.3230 0.5600
H -1.5315 5.4958 1.4350
H -1.9975 4.5774 2.8349
H -1.4797 0.4696 4.0148
H -1.6813 0.3480 6.4738
H 0.3274 0.5933 7.8922
H 2.5403 0.9457 6.8497
H 2.7501 1.0264 4.3965
H 2.2277 -1.3669 3.4460
H 3.9779 -2.5581 2.1385
H 4.4419 -1.8235 -0.2081
H 3.0760 0.0123 -1.1603
Cl -2.6813 2.0963 -0.7907
C -3.1544 0.4513 -1.0681
C -4.4835 0.0994 -0.9091
C -4.8712 -1.2073 -1.1577
C -3.9365 -2.1480 -1.5661
C -2.6086 -1.7840 -1.7171
C -2.1925 -0.4759 -1.4642
P -0.4637 0.0443 -1.6987
C -0.3967 0.7222 -3.3727
C -1.1092 0.1439 -4.4232
C -1.0164 0.6772 -5.6975
C -0.2156 1.7895 -5.9302
C 0.4893 2.3737 -4.8894
C 0.3946 1.8416 -3.6113
C 0.4449 -1.5257 -1.7312
C 1.2457 -1.8961 -2.8057
C 1.9795 -3.0760 -2.7511
C 1.9083 -3.8897 -1.6314
C 1.1089 -3.5218 -0.5544
C 0.3883 -2.3416 -0.5992
H -5.2007 0.8465 -0.5992
H -5.9088 -1.4873 -1.0355
H -4.2399 -3.1661 -1.7683
H -1.8867 -2.5250 -2.0337
H -1.7406 -0.7179 -4.2427
H -1.5717 0.2299 -6.5109
H -0.1494 2.2062 -6.9264
H 1.1025 3.2466 -5.0674
H 0.9319 2.3196 -2.7970
H 1.2963 -1.2709 -3.6884
H 2.5971 -3.3615 -3.5925
H 2.4704 -4.8137 -1.5967
H 1.0490 -4.1570 0.3199
H -0.2322 -2.0581 0.2451
*
```


Record 4
Entry from the Open Molecules 2025 dataset: C31H25GeKN3OS as an isolated structure at a distorted geometry (the ωB97M-V functional and the def2-TZVPD basis).

Results
Relative energy (zero: lowest compared OMol25 entry of this formula, charge and spin) (kcal per mole): 15.11
E_HOMO (spin up / spin down) (eV): -7.4082 / -7.4076
Gap between HOMO and LUMO (spin up / spin down) (eV): 7.34 / 5.62

ORCA input file:
```
! wB97M-V def2-TZVPD RIJCOSX def2/J DEFGRID3
* xyz 0 2
K -1.8161 -1.1074 1.4700
C -2.3127 -1.6860 -2.4454
Ge -1.6953 -0.0337 -1.5277
C 0.1294 0.3795 -2.2100
C 0.8083 -0.5362 -3.0118
C 2.0957 -0.2717 -3.4562
C 2.7336 0.9042 -3.0875
C 2.0691 1.8227 -2.2861
C 0.7809 1.5587 -1.8481
C -2.8650 1.4714 -2.1216
C -3.6068 1.3227 -3.2641
C -4.4460 2.3555 -3.7278
C -4.5522 3.5241 -3.0304
C -3.8172 3.7180 -1.8378
C -3.9135 4.9152 -1.0896
C -3.2051 5.0852 0.0652
C -2.3609 4.0582 0.5315
C -2.2504 2.8924 -0.1715
C -2.9660 2.6781 -1.3745
H -2.2683 -1.5840 -3.5299
H -3.3378 -1.8950 -2.1415
H -1.6932 -2.5302 -2.1424
H 0.3244 -1.4618 -3.3032
H 2.6040 -0.9858 -4.0927
H 3.7420 1.1063 -3.4252
H 2.5592 2.7454 -2.0006
H 0.2706 2.2907 -1.2312
H -3.5537 0.4037 -3.8360
H -5.0124 2.2117 -4.6390
H -5.2058 4.3150 -3.3783
H -4.5663 5.7020 -1.4494
H -3.2902 6.0042 0.6304
H -1.8036 4.1999 1.4489
H -1.6030 2.1004 0.1956
N -3.6222 -2.5504 1.2824
C -4.1283 -3.5450 1.6582
N -4.7293 -4.6227 1.9343
C -4.7180 -5.4329 2.9508
N -4.7571 -6.2048 3.8179
O 0.2404 -1.1422 2.1842
S 1.3697 -1.8329 1.4962
C 2.3264 -2.6496 2.7824
C 2.3711 -2.0968 4.0507
C 3.1008 -2.7411 5.0355
C 3.7731 -3.9225 4.7459
C 3.7123 -4.4701 3.4731
C 2.9771 -3.8354 2.4824
C 2.5718 -0.5352 1.1338
C 2.2338 0.7716 1.4330
C 3.1389 1.7861 1.1576
C 4.3606 1.4859 0.5750
C 4.6822 0.1703 0.2663
C 3.7866 -0.8491 0.5434
H 1.8320 -1.1813 4.2607
H 3.1442 -2.3231 6.0325
H 4.3393 -4.4248 5.5191
H 4.2220 -5.3983 3.2517
H 2.8999 -4.2607 1.4884
H 1.2750 0.9830 1.8885
H 2.8852 2.8109 1.3961
H 5.0653 2.2779 0.3572
H 5.6356 -0.0626 -0.1894
H 4.0360 -1.8776 0.3099
*
```


Record 5
Entry from the Open Molecules 2025 dataset: C31H25N2O as an isolated structure at a distorted geometry (the ωB97M-V functional and the def2-TZVPD basis).

Results
Relative energy (zero: lowest compared OMol25 entry of this formula, charge and spin) (kcal per mole): 4.42
E_HOMO (eV): -10.6436
Gap between HOMO and LUMO (eV): 6.39

ORCA input file:
```
! wB97M-V def2-TZVPD RIJCOSX def2/J DEFGRID3
* xyz 1 1
C 5.3267 -0.9888 2.8338
C 5.1361 0.4003 2.8771
C 3.8502 0.9304 2.9117
C 2.7361 0.0760 2.9592
C 1.3767 0.6504 3.1007
C 0.2286 -0.1117 2.9527
N -1.0551 0.3879 2.6584
C -1.2801 1.7269 2.4935
C -2.5660 2.2332 2.3963
C -3.6573 1.3844 2.3669
C -3.4604 -0.0010 2.4336
C -2.1431 -0.5160 2.6172
C -1.9550 -1.8921 2.7876
C -3.0292 -2.7779 2.6515
C -4.3261 -2.2880 2.4209
C -4.5421 -0.9224 2.3310
O 1.2781 1.8228 3.6226
C 2.9357 -1.3157 2.9797
C 4.2232 -1.8443 2.8826
H 6.3334 -1.4031 2.7613
H 5.9950 1.0731 2.8718
H 3.6919 2.0093 2.9210
H 0.3729 -1.1215 2.5806
H -0.4147 2.3758 2.4932
H -2.6756 3.3114 2.3400
H -4.6703 1.7708 2.2763
H -0.9784 -2.3064 3.0325
H -2.8520 -3.8497 2.7257
H -5.1594 -2.9837 2.3161
H -5.5432 -0.5186 2.1624
H 2.0747 -1.9756 3.0914
H 4.3516 -2.9281 2.8488
C -0.4904 0.6038 5.6460
C 0.6501 1.4952 5.3899
N 1.8483 1.2198 6.0434
C 2.9328 2.1233 6.0653
C 2.9763 3.4364 5.6298
C 4.2162 4.0931 5.6720
C 5.3761 3.4235 6.0999
C 5.3277 2.0854 6.5044
C 4.0908 1.4449 6.5010
C 3.7123 0.0823 6.7590
C 2.3255 -0.0398 6.4666
C 1.6907 -1.2725 6.5751
C 2.4594 -2.3785 6.9666
C 3.8293 -2.2565 7.2400
C 4.4725 -1.0203 7.1289
H -1.4007 1.1158 5.3151
H -0.3875 -0.3355 5.0909
H -0.5803 0.3769 6.7156
H 0.4106 2.5601 5.4413
H 2.0730 3.9247 5.2745
H 4.2822 5.1373 5.3652
H 6.3275 3.9584 6.1162
H 6.2064 1.5266 6.8275
H 0.6283 -1.3749 6.3958
H 1.9730 -3.3488 7.0672
H 4.3956 -3.1358 7.5493
H 5.5344 -0.8788 7.3265
*
```


Record 6
Entry from the Open Molecules 2025 dataset: a 2-piece molecular cluster, C31H25N2O2 overall at a distorted geometry (the ωB97M-V functional and the def2-TZVPD basis).

Results
E_HOMO (eV): -11.1791
Gap between HOMO and LUMO (eV): 4.60

ORCA input file:
```
! wB97M-V def2-TZVPD RIJCOSX def2/J DEFGRID3
* xyz 1 1
O -2.1366 0.9546 0.0977
C -1.7931 -0.2377 0.2694
C -2.9425 -1.1303 0.7608
C -3.2178 -2.3841 0.1956
C -4.4897 -2.9745 0.2971
C -5.5348 -2.2813 0.8783
C -5.2591 -1.0448 1.4915
C -3.9782 -0.5067 1.4743
C -2.2818 -2.9678 -0.8137
C -0.8481 -3.2359 -0.3920
C -0.1396 -2.1321 0.4264
C -0.4138 -0.6964 0.0623
N 0.0088 -0.4772 2.8137
N 0.2901 0.2765 3.5799
H -4.6595 -3.9305 -0.2031
H -6.5408 -2.6861 0.8513
H -6.0591 -0.4751 1.9409
H -3.7675 0.4462 1.9523
H -2.6704 -3.9518 -1.1083
H -2.2994 -2.2765 -1.6812
H -0.8073 -4.1552 0.2120
H -0.2810 -3.4371 -1.3233
H -0.2694 -2.2875 1.5305
H 0.9188 -2.3930 0.2524
C 3.3750 4.5641 3.9662
O 2.0511 4.2084 3.5573
C 1.8647 3.4191 2.4658
C 0.5396 3.3290 2.0018
C 0.1983 2.3693 1.0702
C 1.0976 1.4103 0.6300
C 0.6096 0.2390 -0.3278
C 1.8234 -0.5851 -0.7912
C 1.6871 -0.8593 -2.1628
C 2.5364 -1.7388 -2.8153
C 3.5817 -2.3062 -2.0858
C 3.7004 -2.0714 -0.7111
C 2.8339 -1.1882 -0.0459
C 0.6349 -0.0122 -2.7452
C 0.1626 0.8333 -1.7186
C -0.4860 1.9990 -2.0469
C -0.8647 2.2082 -3.3842
C -0.5213 1.2960 -4.3959
C 0.2484 0.1628 -4.0791
C 2.4398 1.6515 0.9321
C 2.8434 2.5852 1.8879
H 3.2231 5.3028 4.7497
H 3.8971 3.6939 4.3684
H 3.9330 5.0064 3.1350
H -0.1882 4.0213 2.4169
H -0.8122 2.3783 0.6898
H 2.3772 -1.8780 -3.8815
H 4.2904 -2.9499 -2.6066
H 4.4782 -2.5775 -0.1415
H 2.9177 -1.0163 1.0328
H -0.6888 2.7260 -1.2662
H -1.4219 3.1159 -3.6219
H -0.8662 1.4620 -5.4160
H 0.5665 -0.5522 -4.8274
H 3.2156 1.0822 0.4286
H 3.8945 2.6550 2.1734
*
```


Record 7
Entry from the Open Molecules 2025 dataset: C31H26BF10NP3PbS as an isolated structure (the ωB97M-V functional and the def2-TZVPD basis).

Results
Relative energy (zero: lowest compared OMol25 entry of this formula, charge and spin) (kcal per mole): 4.25
E_HOMO (eV): -5.1991
Gap between HOMO and LUMO (eV): 6.71

ORCA input file:
```
! wB97M-V def2-TZVPD RIJCOSX def2/J DEFGRID3
* xyz -1 1
Pb -0.9352 -1.7530 0.4014
C 2.3680 -1.5985 -0.5069
P 1.6618 -0.6483 -1.8843
C 2.4660 0.9598 -1.8661
C 2.0256 1.9056 -0.9414
C 2.6747 3.1249 -0.8459
C 3.7626 3.4009 -1.6621
C 4.2108 2.4555 -2.5736
C 3.5656 1.2316 -2.6752
C 2.0061 -1.4506 -3.4505
C 1.7975 -0.7542 -4.6420
C 1.9841 -1.3956 -5.8536
C 2.3718 -2.7294 -5.8826
C 2.5716 -3.4238 -4.7008
C 2.3878 -2.7874 -3.4832
C 2.1770 -0.7913 0.7359
C 3.1377 -0.1162 1.4541
C 2.4437 0.6231 2.4377
C 1.1001 0.3551 2.2661
C -0.0420 0.9360 3.0304
P -1.0168 2.1276 1.9914
C -1.9609 2.9929 3.3162
C -3.3323 2.8827 3.5279
C -3.9546 3.6024 4.5406
C -3.2167 4.4413 5.3606
C -1.8491 4.5674 5.1546
C -1.2337 3.8580 4.1365
C -2.3364 1.0862 1.2575
C -2.8069 1.4407 -0.0075
C -3.8352 0.7301 -0.6088
C -4.4146 -0.3483 0.0471
C -3.9517 -0.7249 1.3000
C -2.9140 -0.0147 1.8989
N 0.9209 -0.5032 1.2162
H 3.4320 -1.7474 -0.7006
H 1.8972 -2.5839 -0.4892
H 1.1910 1.6897 -0.2842
H 2.3307 3.8518 -0.1220
H 4.2677 4.3555 -1.5833
H 5.0631 2.6675 -3.2062
H 3.9146 0.4928 -3.3853
H 1.4755 0.2784 -4.6139
H 1.8149 -0.8575 -6.7771
H 2.5035 -3.2322 -6.8321
H 2.8415 -4.4708 -4.7202
H 2.5015 -3.3527 -2.5689
H 4.2029 -0.1529 1.2815
H 2.8643 1.2631 3.1984
H 0.3593 1.5391 3.8479
H -0.6672 0.1677 3.4887
H -3.9264 2.2300 2.9019
H -5.0220 3.4974 4.6898
H -3.7025 4.9957 6.1535
H -1.2615 5.2249 5.7833
H -0.1680 3.9798 3.9717
H -2.3447 2.2671 -0.5342
H -4.1628 1.0010 -1.6037
H -5.2005 -0.9154 -0.4344
H -4.3457 -1.5964 1.8051
H -2.5476 -0.3539 2.8612
F -0.2394 -3.1791 2.5930
B -1.3786 -3.0930 3.4548
F -2.5294 -3.1035 2.6313
F -1.3288 -1.8511 4.1230
F -1.3876 -4.1429 4.3484
F 0.0876 -3.3582 -1.5430
P -1.0610 -4.1113 -2.5261
F 0.0999 -5.0869 -3.0625
F -1.3702 -5.1111 -1.3123
F -0.7025 -3.0430 -3.6780
F -2.1655 -3.0667 -1.9303
F -2.1590 -4.8064 -3.4524
S -0.8794 0.4910 -2.6657
C -0.1300 -0.4587 -1.5964
*
```


We obtain energy values of -1597.353626, -4358.907105, -3997.704879, -4510.773348, -1380.802499, -1455.975308, -3890.853643 Ha for the records listed above, in that order.